Record 1
Density functional theory data (ωB97M-V with the def2-TZVPD basis set) for C41H37Cl39N2O3 as an isolated structure in a non-equilibrium geometry.

Atoms and positions in Å:
O: 2.676370 -3.191600 2.627922
C: 3.071579 -2.395353 1.743724
C: 2.116341 -1.387521 0.959605
C: 0.572840 -1.413232 1.494058
C: -0.072215 -0.047276 0.908746
C: -0.978225 -0.079372 -0.192112
C: -1.493505 -1.380177 -0.929087
C: -0.510743 -2.462641 -1.525742
C: -1.299218 -3.610170 -2.236766
C: -2.828889 -3.704351 -2.372664
N: -3.662993 -2.713054 -1.793632
C: -2.991555 -1.649774 -1.145324
C: -1.488966 1.370370 -0.693493
O: -2.658567 1.572720 -1.099820
C: -0.348737 2.516485 -0.658404
C: -0.134340 3.604845 -1.801606
C: -0.233694 3.016269 -3.293697
C: 1.170381 2.760553 -4.007225
C: 2.448016 3.619006 -3.860610
C: 3.773358 3.303091 -4.649503
C: 3.850887 2.081493 -5.623962
C: 2.565788 1.213150 -5.774589
C: 1.244077 1.527223 -4.986354
C: 0.550022 2.554344 0.460469
C: 0.307494 1.388602 1.551856
O: 0.401757 1.578912 2.791734
N: 4.532116 -2.325529 1.405330
C: 4.745878 -1.464991 0.197262
C: 5.120619 0.036406 0.248527
C: 5.282769 0.886108 -1.064522
C: 5.034538 0.194758 -2.455692
C: 4.676243 -1.331741 -2.555516
C: 4.535894 -2.114153 -1.211425
H: 2.046150 -1.575285 -0.165783
H: 2.471022 -0.303425 1.155092
H: 0.001425 -2.319991 1.103036
H: 0.501979 -1.408584 2.632154
H: 0.620336 -2.395652 -1.461166
H: -0.678505 -4.443724 -2.729692
H: -3.322503 -4.571121 -2.939928
H: -3.685561 -0.840758 -0.701414
H: -0.947881 4.395817 -1.681701
H: 0.921736 4.046495 -1.670579
H: -0.839662 2.047103 -3.295280
H: -0.791760 3.801450 -3.923749
H: 2.458008 4.520669 -3.164452
H: 4.702020 3.945082 -4.534817
H: 4.792085 1.816846 -6.211960
H: 2.565292 0.314268 -6.481740
H: 0.337052 0.852904 -5.125422
H: 1.373173 3.329202 0.588303
H: 4.841823 -3.271317 1.106323
H: 5.279048 0.571992 1.257100
H: 5.542313 2.007760 -1.015647
H: 5.107352 0.799769 -3.456645
H: 4.499103 -1.877497 -3.540598
H: 4.257248 -3.226828 -1.254462
C: 5.860211 -2.344514 4.814764
Cl: 5.278272 -3.224918 6.234656
Cl: 5.922892 -0.606509 5.143112
Cl: 7.451842 -2.942143 4.321113
H: 5.161879 -2.513518 3.996408
C: -4.695853 1.092753 1.683919
Cl: -6.120025 0.473217 0.836491
Cl: -5.142883 2.396051 2.793088
Cl: -3.877279 -0.208626 2.561281
H: -4.005313 1.493918 0.943280
C: -2.876456 7.391207 -1.341734
Cl: -4.372814 7.902847 -2.133872
Cl: -2.927100 5.661405 -0.973889
Cl: -1.475053 7.769876 -2.354733
H: -2.780129 7.937770 -0.405588
C: -4.131512 -1.719286 6.250998
Cl: -3.206469 -3.104613 5.652108
Cl: -5.621786 -1.518205 5.320070
Cl: -4.494025 -1.910880 7.972254
H: -3.525650 -0.823347 6.125875
C: 5.023278 6.124583 -7.111304
Cl: 6.478772 6.423184 -6.148822
Cl: 5.453994 5.523500 -8.719408
Cl: 3.954843 4.976258 -6.280973
H: 4.491474 7.067285 -7.229258
C: -3.346367 -7.129972 6.080542
Cl: -4.843847 -8.042362 5.844326
Cl: -2.453137 -7.752140 7.475763
Cl: -2.344810 -7.190993 4.624034
H: -3.605653 -6.090572 6.275025
C: -8.343660 -7.167943 4.704568
Cl: -9.753965 -7.225768 5.771630
Cl: -8.771062 -7.720053 3.078690
Cl: -7.671644 -5.532715 4.649668
H: -7.584226 -7.836685 5.104520
C: 8.248683 1.989740 -4.271100
Cl: 6.925932 0.966684 -3.675252
Cl: 7.784841 2.789190 -5.781076
Cl: 8.704677 3.185751 -3.049224
H: 9.112067 1.356802 -4.470017
C: -2.336342 1.585421 -7.434912
Cl: -0.883248 1.855638 -6.456192
Cl: -1.900527 0.987942 -9.042602
Cl: -3.428249 0.452832 -6.624845
H: -2.854047 2.535904 -7.551623
C: -2.109780 2.073867 5.027867
Cl: -3.762131 2.101695 5.661063
Cl: -1.222387 3.515595 5.540592
Cl: -1.268804 0.606783 5.550837
H: -2.159569 2.070733 3.940050
C: -7.290769 -0.374408 -2.901348
Cl: -6.909639 0.987484 -3.966210
Cl: -5.829680 -0.963827 -2.097992
Cl: -8.514119 0.092839 -1.709220
H: -7.696272 -1.180918 -3.509100
C: 3.943915 5.847767 0.226904
Cl: 4.870834 4.457826 -0.352824
Cl: 2.480983 6.053657 -0.743902
Cl: 3.534118 5.653309 1.936390
H: 4.557054 6.740630 0.120455
C: -4.164212 -8.607740 10.932371
Cl: -4.279312 -7.193341 11.989210
Cl: -3.332281 -9.934217 11.756660
Cl: -5.772134 -9.117976 10.398626
H: -3.582959 -8.332277 10.053317

Cartesian forces (eV/Å) of the 3 atoms listed first:
1.3 2.7 -3.1
-0.4 -1.5 1.5
-1.3 0.5 1.1

## Properties
**Net charge**: 0
**Energy relative to the best compared isomer or geometry (same formula, charge and spin)**: 336.61 kcal per mole
**Orbital gap**: 7.23 eV
**LUMO energy**: -1.431 eV
**Largest force on an atom**: 5.8 eV/Å

Here are the Löwdin charges for atoms 1 to 6, given in e: number 1, O, carries 0.04; number 2, C, carries -0.34; number 3, C, carries -0.08; number 4, C, carries -0.10; number 5, C, carries -0.05; number 6, C, carries -0.04

Record 2
Density functional theory data (ωB97M-V with the def2-TZVPD basis set) for a 2-piece molecular cluster, C4H10N2O overall in a non-equilibrium geometry.

Atoms and positions in Å:
N: -0.369824 2.126148 1.102330
C: -0.488158 1.727353 -0.238835
C: -0.968728 0.535386 -0.618190
N: -0.807590 -0.002004 -1.911804
O: -1.456655 -0.355433 0.298853
H: -0.716645 3.061231 1.274336
H: -0.826974 1.461522 1.715186
H: -0.126300 2.433483 -0.970627
H: -0.600991 0.704812 -2.603214
H: -1.607808 -0.557576 -2.190632
H: -0.837493 -1.151354 0.316396
C: 1.277440 -1.227081 1.101113
C: 1.609267 -2.099404 0.161980
H: 1.080122 -1.553645 2.118406
H: 1.374386 -0.158905 0.950843
H: 1.848197 -1.781832 -0.842842
H: 1.617754 -3.162701 0.336698

Cartesian forces (eV/Å) of the 3 atoms listed first:
0.1 0.0 0.4
-0.6 -0.4 -0.2
0.9 0.4 -0.1

## Properties
**Net charge**: 0
**Energy relative to the best compared isomer or geometry (same formula, charge and spin)**: 60.30 kcal per mole
**Orbital gap**: 8.20 eV
**LUMO energy**: 1.038 eV
**Largest force on an atom**: 1.6 eV/Å

Here are the natural (NBO) charges for atoms 1 to 6, given in e: number 1, N, carries -0.83; number 2, C, carries -0.15; number 3, C, carries 0.38; number 4, N, carries -0.84; number 5, O, carries -0.73; number 6, H, carries 0.37

Record 3
Density functional theory data (ωB97M-V with the def2-TZVPD basis set) for an isolated ion of composition C8H14 and charge +1 in a non-equilibrium geometry.

Atoms and positions in Å:
C: -2.285000 -0.972387 0.173517
C: -1.695279 -0.240271 -1.036953
C: -0.709846 0.885564 -0.697991
C: 0.231020 0.723698 0.471263
C: 0.260865 1.466030 1.619723
C: 2.600853 0.362191 0.816188
C: 1.491982 -0.012125 0.115530
C: 1.476994 -1.098914 -0.904511
H: -2.692015 -1.940848 -0.092452
H: -3.004165 -0.343086 0.697343
H: -1.523981 -1.165714 0.939738
H: -1.235576 -0.959490 -1.711754
H: -2.454240 0.205404 -1.682958
H: -0.047038 1.270280 -1.475558
H: -1.381103 1.712756 -0.420380
H: 0.651522 1.116830 2.570077
H: -0.373217 2.338482 1.765282
H: 2.542468 0.915835 1.742213
H: 3.560693 0.009199 0.456487
H: 0.941349 -0.863555 -1.813889
H: 1.165707 -1.977681 -0.323731
H: 2.478010 -1.432192 -1.207178

Cartesian forces (eV/Å) of the 3 atoms listed first:
0.5 0.7 0.3
0.5 -0.8 -0.7
-1.0 1.5 1.5

## Properties
**Net charge**: +1
**Energy relative to the best compared isomer or geometry (same formula, charge and spin)**: 24.30 kcal per mole
**Orbital gap (spin up / spin down)**: 9.62 / 7.49 eV
**LUMO energy (spin up / spin down)**: -5.077 / -7.614 eV
**Largest force on an atom**: 3.5 eV/Å
**2S+1**: 2

Here are the natural (NBO) charges for atoms 1 to 6, given in e: number 1, C, carries -0.61; number 2, C, carries -0.39; number 3, C, carries -0.47; number 4, C, carries 0.14; number 5, C, carries -0.15; number 6, C, carries -0.14

Record 4
Density functional theory data (ωB97M-V with the def2-TZVPD basis set) for C7H11N in the gas phase in a non-equilibrium geometry.

Atoms and positions in Å:
N: -2.376127 0.170635 0.041411
C: -0.965161 0.189667 0.016267
C: -0.168777 -0.396186 1.094151
C: 1.189475 -0.281098 0.535171
C: 1.053488 -1.061391 -0.617107
C: -0.226115 -0.239311 -1.178581
C: -0.069280 1.178436 -0.694256
C: 1.181906 1.241892 0.146557
H: -2.754113 -0.852899 -0.471247
H: -2.913468 0.152129 1.133668
H: -0.092016 0.219892 2.124417
H: -0.372210 -1.477073 1.171553
H: 1.972480 -0.492355 1.294289
H: 0.603723 -2.149192 -0.594521
H: 1.861580 -1.151737 -1.340400
H: -0.743470 -0.701274 -1.966558
H: -0.372424 2.118722 -1.207743
H: 1.925839 1.648310 -0.523662
H: 1.264665 1.882840 1.036584

Cartesian forces (eV/Å) of the 3 atoms listed first:
-4.7 -3.5 1.2
-0.6 0.1 0.6
0.2 0.7 4.6

## Properties
**Net charge**: 0
**Energy relative to the best compared isomer or geometry (same formula, charge and spin)**: 85.99 kcal per mole
**Orbital gap**: 9.60 eV
**LUMO energy**: 0.961 eV
**Largest force on an atom**: 6.6 eV/Å

Here are the natural (NBO) charges for atoms 1 to 6, given in e: number 1, N, carries -0.83; number 2, C, carries 0.05; number 3, C, carries -0.38; number 4, C, carries -0.27; number 5, C, carries -0.39; number 6, C, carries -0.22